ORCA calculation (ωB97M-V/def2-TZVPD) on a structure of composition C12H24F6N5O4RuS2.

The geometry in XYZ format:
```
54
C12H24F6N5O4RuS2 | the OMol25 dataset | ωB97M-V/def2-TZVPD
Ru 0.205 -0.175 -0.135
C -1.326 -2.584 2.014
C -0.081 -1.852 2.546
N 0.841 -1.424 1.468
C 2.148 -0.950 2.018
C 2.899 -0.225 0.924
N 2.017 0.823 0.333
C 1.955 2.081 1.145
C 0.806 2.159 2.141
C -0.541 2.413 1.499
N -1.070 1.262 0.704
C -2.222 0.579 1.336
C -2.733 -0.444 0.344
N -1.600 -1.283 -0.154
C -1.513 -2.621 0.502
H -2.218 -2.172 2.488
H -1.290 -3.627 2.330
H 0.466 -2.499 3.234
H -0.347 -0.956 3.107
H 1.069 -2.257 0.921
H 2.724 -1.800 2.385
H 1.948 -0.303 2.869
H 3.169 -0.918 0.126
H 3.817 0.219 1.311
H 2.433 1.081 -0.560
H 1.875 2.913 0.444
H 2.908 2.188 1.664
H 1.017 3.002 2.801
H 0.762 1.282 2.789
H -0.467 3.262 0.818
H -1.280 2.670 2.258
H -1.431 1.693 -0.151
H -3.007 1.302 1.569
H -1.897 0.128 2.272
H -3.166 0.069 -0.515
H -3.511 -1.074 0.777
H -1.789 -1.474 -1.138
H -0.705 -3.163 0.005
H -2.434 -3.167 0.288
F 2.863 0.911 -2.640
C 2.460 -0.069 -3.458
F 2.267 0.386 -4.661
F 3.339 -1.046 -3.443
S 0.867 -0.777 -2.775
O 1.270 -1.463 -1.519
O 0.243 -1.517 -3.802
N -0.028 0.406 -2.105
S -0.746 1.646 -2.933
O -1.308 2.468 -1.905
O 0.136 2.135 -3.927
C -2.193 0.835 -3.778
F -2.736 -0.040 -2.911
F -1.798 0.201 -4.853
F -3.068 1.767 -4.067
```

<S²>	0.754
lowest unoccupied orbital energy (alpha / beta)	-6.5 / -8.5	eV
total charge	+2
gap between HOMO and LUMO (alpha / beta)	0.3868 / 0.3043	hartree
spin multiplicity	2



ORCA calculation (ωB97M-V/def2-TZVPD) on a structure of composition C27H49HgNP2.

The geometry in XYZ format:
```
80
C27H49HgNP2 | the OMol25 dataset | ωB97M-V/def2-TZVPD
P 0.670 -2.885 -0.907
P 0.285 1.172 -0.641
C 0.238 -1.429 -2.032
C 0.904 -0.046 -1.874
H -0.858 -1.349 -2.128
H 0.609 -1.812 -2.979
H 2.007 -0.108 -1.849
H 0.628 0.536 -2.749
C -1.352 1.800 -1.067
H -1.797 2.242 -0.160
H -2.018 0.997 -1.418
H -1.282 2.581 -1.840
C 1.509 2.475 -0.468
H 1.280 3.300 -1.164
H 2.516 2.082 -0.683
H 1.484 2.857 0.566
C -0.543 -4.183 -1.324
H -0.517 -4.942 -0.526
H -0.285 -4.657 -2.280
H -1.568 -3.792 -1.371
C 2.242 -3.448 -1.638
H 2.958 -2.621 -1.715
H 2.085 -3.891 -2.627
H 2.671 -4.201 -0.964
Hg 0.240 -0.694 0.808
C 0.894 0.766 -4.806
C -0.444 0.751 -4.601
C -1.420 0.026 -5.477
C -1.028 -1.423 -5.902
C -0.199 -2.197 -4.925
C 1.154 -2.223 -4.919
C 2.031 -1.367 -5.779
C 1.598 0.122 -5.961
C 0.670 -2.099 2.343
H 1.568 1.393 -4.199
H -0.912 1.440 -3.885
H -1.609 0.618 -6.392
H -2.385 -0.022 -4.948
H -1.969 -1.980 -6.028
H -0.560 -1.389 -6.898
H -0.778 -2.851 -4.254
H 1.684 -3.017 -4.375
H 2.106 -1.823 -6.783
H 3.055 -1.383 -5.366
H 2.526 0.697 -6.115
H 1.028 0.220 -6.898
H 1.102 -1.575 3.204
H 1.383 -2.829 1.943
H -0.261 -2.591 2.641
C 1.711 1.427 6.970
C 1.143 1.783 5.624
C 1.391 3.049 5.077
C 0.855 3.420 3.838
C 1.144 4.790 3.285
C 0.067 2.515 3.140
C -0.250 1.217 3.668
C 0.367 0.874 4.912
N -1.053 0.371 2.969
C -2.372 -0.034 3.465
C -2.279 -0.844 4.753
C -3.248 1.189 3.742
C -3.040 -0.891 2.393
H 2.794 1.596 7.003
H 1.268 2.039 7.767
H 1.513 0.376 7.202
H 2.000 3.767 5.635
H 0.673 5.575 3.891
H 2.223 4.991 3.289
H 0.772 4.885 2.259
H -0.367 2.783 2.169
H 0.221 -0.134 5.314
H -1.931 -0.225 5.587
H -3.276 -1.227 5.005
H -1.598 -1.694 4.633
H -3.320 1.830 2.855
H -4.257 0.860 4.018
H -2.846 1.789 4.569
H -3.122 -0.346 1.446
H -4.049 -1.165 2.721
H -2.477 -1.813 2.212
```

lowest unoccupied orbital energy	0.2	eV
relative energy (zero: lowest compared OMol25 entry of this formula, charge and spin)	0.0	kJ/mol
gap between HOMO and LUMO	0.1983	hartree



ORCA calculation (ωB97M-V/def2-TZVPD) on a cluster of 2 separate species, C3H8N2O2 in total.

The geometry in XYZ format:
```
15
C3H8N2O2 | the OMol25 dataset | ωB97M-V/def2-TZVPD
C -1.978 1.035 -0.659
C 1.581 -1.613 0.342
N -0.931 0.037 -0.550
N -0.498 -0.202 0.644
C 1.033 -0.275 0.726
O 0.764 0.661 -1.186
O 1.570 0.602 1.359
H 1.006 1.522 -0.804
H -0.937 0.212 1.475
H -1.966 1.437 -1.672
H -2.938 0.528 -0.519
H -1.882 1.844 0.074
H 1.653 -2.222 1.247
H 0.946 -2.094 -0.399
H 2.577 -1.471 -0.077
```

lowest unoccupied orbital energy (alpha / beta)	-0.1 / -0.1	eV
relative energy (zero: lowest compared OMol25 entry of this formula, charge and spin)	518.4	kJ/mol
gap between HOMO and LUMO (alpha / beta)	0.3156 / 0.3159	hartree



ORCA calculation (ωB97M-V/def2-TZVPD) on a structure of composition C63H70IN4O3P2S2ScSi2Te.

The geometry in XYZ format:
```
149
C63H70IN4O3P2S2ScSi2Te | the OMol25 dataset | ωB97M-V/def2-TZVPD
Sc -0.036 2.179 -0.686
C -3.731 4.481 1.138
C -2.594 4.173 0.198
N -1.794 3.179 0.477
N -2.162 2.557 1.674
C -1.254 1.881 2.271
S 0.374 1.530 1.761
S -1.618 1.214 3.868
C -3.299 1.811 4.197
C -3.393 2.968 5.165
C -4.519 3.081 5.976
C -4.662 4.146 6.854
C -3.673 5.115 6.937
C -2.548 5.014 6.131
C -2.410 3.950 5.249
C -2.358 5.035 -0.962
C -3.215 6.112 -1.262
C -2.917 7.033 -2.240
C -1.718 6.914 -2.950
C -0.885 5.846 -2.721
C -1.208 4.872 -1.762
O -0.445 3.817 -1.659
H -3.336 4.670 2.136
H -4.379 3.608 1.214
H -4.316 5.338 0.828
H -3.861 0.952 4.563
H -3.689 2.094 3.219
H -5.295 2.324 5.918
H -5.545 4.214 7.477
H -3.776 5.945 7.626
H -1.768 5.764 6.190
H -1.525 3.875 4.628
H -4.143 6.226 -0.723
H -3.599 7.846 -2.447
H -1.449 7.660 -3.687
H 0.027 5.703 -3.288
C 0.871 -4.486 0.740
C 0.657 -3.667 -0.515
N 0.106 -4.438 -1.466
C 0.044 -3.896 -2.697
C 0.372 -2.621 -3.039
C 0.285 -2.300 -4.499
O -0.838 -1.474 -4.887
C 0.783 -1.642 -1.995
C 0.851 -0.341 -2.413
N 1.148 0.975 -1.920
C 1.333 1.908 -2.950
C 0.806 1.774 -4.259
C 1.087 2.674 -5.270
C 1.895 3.782 -5.050
C 2.366 4.002 -3.766
C 2.085 3.090 -2.765
I 2.667 3.644 -0.811
C 1.011 -2.346 -0.739
O 1.782 -1.558 0.222
H 1.802 -5.050 0.648
H 0.061 -5.211 0.773
H 0.869 -3.942 1.674
H -0.295 -4.579 -3.475
H 0.230 -3.242 -5.050
H 1.171 -1.766 -4.851
H -1.627 -1.940 -4.595
H 0.693 -0.310 -3.465
H 0.127 0.962 -4.480
H 0.654 2.505 -6.249
H 2.136 4.472 -5.848
H 2.955 4.880 -3.539
C -4.798 -1.267 1.346
Si -4.274 -2.178 -0.214
C -4.249 -4.022 0.104
C -5.502 -1.808 -1.575
C -2.538 -1.634 -0.687
Te -2.508 0.480 -1.064
C -2.900 0.207 -3.152
Si -3.809 1.629 -4.004
C -2.646 3.059 -4.298
C -4.431 0.963 -5.640
C -5.281 2.175 -2.971
H -5.867 -1.041 1.320
H -4.262 -0.319 1.451
H -4.610 -1.865 2.243
H -5.240 -4.370 0.412
H -3.538 -4.287 0.892
H -3.964 -4.572 -0.798
H -6.487 -2.192 -1.294
H -5.221 -2.282 -2.521
H -5.597 -0.731 -1.748
H -2.145 -2.111 -1.588
H -1.841 -1.859 0.120
H -3.511 -0.697 -3.192
H -1.943 0.001 -3.638
H -2.215 3.015 -5.302
H -1.811 3.058 -3.593
H -3.163 4.018 -4.193
H -3.611 0.535 -6.224
H -4.884 1.763 -6.233
H -5.185 0.184 -5.493
H -5.081 2.088 -1.900
H -6.166 1.575 -3.199
H -5.524 3.221 -3.181
C 3.314 -3.246 1.853
P 2.353 -1.721 1.646
C 1.077 -1.793 2.905
C 1.357 -2.194 4.209
C 0.315 -2.372 5.107
C -0.998 -2.181 4.697
C -1.274 -1.784 3.395
C -0.238 -1.577 2.503
C 3.570 -0.433 1.875
C 4.005 -0.133 3.167
C 5.079 0.719 3.347
C 5.731 1.252 2.241
C 5.283 0.967 0.962
C 4.187 0.135 0.769
P 3.959 -3.976 0.255
C 4.969 -5.340 0.988
C 6.136 -5.747 0.336
C 6.908 -6.782 0.842
C 6.519 -7.444 1.999
C 5.341 -7.079 2.630
C 4.568 -6.042 2.123
C 5.277 -2.767 -0.167
C 6.332 -2.443 0.688
C 7.335 -1.587 0.268
C 7.296 -1.042 -1.013
C 6.244 -1.344 -1.863
C 5.238 -2.207 -1.440
H 2.670 -3.996 2.307
H 4.131 -3.011 2.539
H 2.374 -2.395 4.524
H 0.528 -2.672 6.124
H -1.808 -2.341 5.398
H -2.295 -1.623 3.076
H -0.430 -1.265 1.486
H 3.493 -0.539 4.030
H 5.406 0.969 4.348
H 6.590 1.897 2.383
H 5.781 1.396 0.104
H 3.813 -0.069 -0.228
H 6.451 -5.244 -0.570
H 7.821 -7.066 0.333
H 7.126 -8.247 2.399
H 5.019 -7.601 3.523
H 3.642 -5.791 2.626
H 6.381 -2.877 1.681
H 8.153 -1.345 0.937
H 8.088 -0.381 -1.343
H 6.204 -0.912 -2.856
H 4.411 -2.448 -2.102
```

lowest unoccupied orbital energy	0.1	eV
relative energy (zero: lowest compared OMol25 entry of this formula, charge and spin)	259.3	kJ/mol
gap between HOMO and LUMO	0.1887	hartree